Entry 1:
# C29H88N14O17

13 unconnected molecules or ions with the total composition C29H88N14O17 (the ωB97M-V functional and the def2-TZVPD basis, the Open Molecules 2025 dataset).

Output
DFT total energy ... -3203.18329 a.u.
Spin multiplicity ... 1
HOMO-LUMO gap ... 9.181 eV
E_HOMO ... -9.26 eV

Atoms and positions in Å:
C -5.895 -2.398 -4.081
C -5.090 -3.646 -4.347
C -5.576 -4.864 -3.543
O -4.644 -5.887 -3.810
C -4.980 -7.124 -3.293
N -5.154 -3.967 -5.774
H -6.833 -2.436 -4.635
H -5.345 -1.554 -4.499
H -6.113 -2.185 -3.035
H -4.045 -3.436 -4.119
H -6.561 -5.208 -3.857
H -5.681 -4.735 -2.465
H -5.874 -7.533 -3.763
H -5.127 -7.165 -2.214
H -4.109 -7.759 -3.449
H -4.514 -4.723 -5.970
H -4.920 -3.139 -6.302
C 1.449 -0.498 -0.443
C 0.346 -1.177 0.210
C -0.949 -0.881 -0.569
O -1.243 0.570 -0.587
C -2.538 0.934 -1.036
N 0.574 -2.621 0.136
H 2.407 -0.813 -0.029
H 1.394 0.588 -0.378
H 1.490 -0.789 -1.493
H 0.314 -0.842 1.247
H -1.827 -1.366 -0.142
H -0.836 -1.274 -1.579
H -2.565 2.018 -0.923
H -3.269 0.426 -0.407
H -2.696 0.589 -2.057
H 1.532 -2.931 0.212
H 0.176 -3.019 -0.702
C 3.042 -8.882 -3.573
C 2.183 -7.677 -3.810
C 0.835 -7.776 -3.091
O 0.998 -7.730 -1.672
C -0.309 -7.386 -1.066
N 2.979 -6.573 -3.342
H 4.084 -8.782 -3.875
H 2.821 -9.727 -4.225
H 3.169 -9.171 -2.529
H 2.038 -7.603 -4.888
H 0.270 -8.616 -3.495
H 0.326 -6.858 -3.386
H -0.646 -6.415 -1.430
H -0.215 -7.258 0.012
H -0.988 -8.219 -1.247
H 2.376 -5.763 -3.316
H 3.119 -6.697 -2.350
C -6.475 9.491 4.912
C -5.278 8.530 4.431
C -5.709 7.225 3.778
O -4.446 6.504 3.692
C -4.695 5.246 3.164
N -4.486 9.366 3.530
H -6.118 10.466 5.244
H -7.070 9.061 5.717
H -7.139 9.554 4.050
H -4.641 8.351 5.297
H -6.112 7.332 2.771
H -6.480 6.853 4.453
H -3.795 4.668 3.377
H -4.806 5.238 2.079
H -5.502 4.732 3.686
H -3.599 8.892 3.441
H -4.421 10.235 4.041
C 2.840 3.757 5.355
C 3.779 2.626 4.740
O 5.087 2.786 5.183
O 2.584 3.570 6.686
H 1.808 3.673 5.014
H 3.325 4.713 5.158
H 3.804 2.613 3.651
H 3.462 1.652 5.113
H 4.941 3.230 6.022
H 3.430 3.764 7.096
C 3.254 6.661 0.320
C 4.652 7.254 0.384
O 5.373 6.861 1.546
O 3.427 5.354 -0.037
H 2.638 7.160 -0.428
H 2.708 6.639 1.263
H 4.562 8.340 0.423
H 5.240 7.099 -0.521
H 5.501 5.910 1.526
H 2.670 5.114 -0.577
C 7.913 -0.877 0.993
C 7.994 -1.998 -0.174
O 6.633 -2.267 -0.590
O 7.723 0.479 0.644
H 8.876 -0.723 1.481
H 7.336 -1.184 1.865
H 8.515 -2.928 0.053
H 8.486 -1.592 -1.058
H 6.321 -2.975 -0.021
H 8.167 1.063 1.262
C -0.004 4.298 -5.067
C 0.663 3.605 -3.893
O -0.078 3.945 -2.770
O -1.332 4.017 -5.395
H 0.619 4.044 -5.925
H 0.116 5.381 -5.032
H 1.710 3.892 -3.796
H 0.654 2.528 -4.059
H -0.498 3.146 -2.444
H -1.998 4.373 -4.802
C -0.971 -5.094 4.268
O -1.743 -5.479 5.148
N -1.393 -4.400 3.279
N 0.296 -5.418 4.114
H -2.369 -4.149 3.344
H -0.870 -4.313 2.420
H 0.640 -5.823 4.973
H 0.868 -5.109 3.341
C -5.566 -1.531 3.341
O -5.333 -2.651 2.819
N -6.332 -0.691 2.765
N -5.263 -1.174 4.544
H -6.771 0.024 3.327
H -6.852 -1.105 2.005
H -4.697 -1.865 5.016
H -5.347 -0.193 4.767
C 4.340 -7.190 1.584
O 4.257 -6.095 1.025
N 3.521 -8.157 1.474
N 5.325 -7.545 2.319
H 2.798 -7.990 0.789
H 3.800 -9.060 1.830
H 6.142 -7.022 2.602
H 5.215 -8.479 2.686
C -2.416 8.730 -0.850
O -1.543 8.980 -1.617
N -2.415 7.709 -0.057
N -3.436 9.473 -0.658
H -1.751 6.953 -0.144
H -3.153 7.699 0.632
H -4.157 9.137 -0.035
H -3.447 10.251 -1.302
C 5.827 0.870 -4.468
O 5.964 1.294 -5.631
N 5.414 -0.292 -4.145
N 6.304 1.430 -3.368
H 5.270 -0.967 -4.883
H 5.429 -0.707 -3.224
H 6.151 0.847 -2.558
H 6.756 2.334 -3.348



Entry 2:
# C29H9BrCl56FNO2

15 unconnected molecules or ions with the total composition C29H9BrCl56FNO2 (the ωB97M-V functional and the def2-TZVPD basis, the Open Molecules 2025 dataset).

Output
DFT total energy ... -29760.11318 a.u.
Spin multiplicity ... 1
HOMO-LUMO gap ... 8.091 eV
E_HOMO ... -9.25 eV

Atoms and positions in Å:
N -3.390 -2.602 -0.042
C -3.498 -1.818 1.185
C -2.622 -0.575 1.307
C -2.077 -0.345 2.559
C -1.285 0.736 2.836
C -1.018 1.652 1.842
C -1.525 1.453 0.566
C -2.333 0.349 0.311
Br -3.060 0.164 -1.437
C -1.168 2.494 -0.456
O -1.033 2.310 -1.638
C -0.978 3.886 0.096
C -1.307 4.921 -0.741
C -1.163 6.202 -0.261
F -1.452 7.228 -1.060
C -0.732 6.435 1.023
C -0.397 5.392 1.851
C -0.504 4.088 1.386
C -0.186 2.849 2.191
O 0.657 2.781 3.048
H -4.153 -2.345 -0.652
H -2.539 -2.394 -0.545
H -4.529 -1.543 1.411
H -3.190 -2.477 2.000
H -2.266 -1.034 3.373
H -0.854 0.928 3.800
H -1.682 4.731 -1.752
H -0.675 7.468 1.340
H -0.063 5.633 2.866
C -6.251 1.594 2.087
Cl -6.639 2.755 0.812
Cl -4.524 1.207 2.023
Cl -6.652 2.289 3.663
Cl -7.186 0.114 1.842
C -3.431 -6.048 -2.225
Cl -2.047 -4.959 -2.071
Cl -2.932 -7.505 -3.087
Cl -4.018 -6.483 -0.619
Cl -4.719 -5.237 -3.124
C 3.605 3.568 0.057
Cl 1.903 3.630 0.563
Cl 3.854 2.239 -1.075
Cl 4.033 5.098 -0.717
Cl 4.603 3.341 1.502
C 8.149 3.113 -0.809
Cl 7.658 4.221 -2.094
Cl 9.914 3.116 -0.671
Cl 7.429 3.624 0.718
Cl 7.600 1.485 -1.192
C 1.625 4.983 6.159
Cl 0.305 5.146 7.323
Cl 2.912 6.123 6.560
Cl 2.255 3.335 6.204
Cl 1.017 5.331 4.532
C -4.968 5.558 -3.380
Cl -4.914 4.471 -4.769
Cl -6.445 5.263 -2.454
Cl -3.556 5.261 -2.346
Cl -4.946 7.234 -3.935
C 2.244 -1.201 4.958
Cl 3.575 -0.056 5.166
Cl 2.801 -2.595 4.031
Cl 1.673 -1.736 6.544
Cl 0.918 -0.412 4.090
C 0.555 -9.963 -3.533
Cl 0.410 -8.695 -2.315
Cl -1.032 -10.677 -3.830
Cl 1.164 -9.269 -5.040
Cl 1.687 -11.199 -2.961
C -0.597 -14.060 -1.179
Cl 0.575 -14.169 0.140
Cl 0.273 -13.933 -2.716
Cl -1.604 -15.513 -1.192
Cl -1.619 -12.645 -0.929
C 0.806 -1.078 -2.115
Cl 0.408 0.047 -3.406
Cl 2.521 -1.508 -2.216
Cl 0.397 -0.359 -0.544
Cl -0.148 -2.557 -2.303
C 2.674 9.291 3.906
Cl 4.146 9.048 4.852
Cl 1.322 9.632 4.992
Cl 2.906 10.655 2.806
Cl 2.319 7.834 2.972
C -4.551 2.616 -8.496
Cl -3.303 3.830 -8.194
Cl -3.845 1.245 -9.357
Cl -5.216 2.063 -6.954
Cl -5.841 3.326 -9.472
C 7.059 -2.789 -4.669
Cl 7.807 -1.322 -5.307
Cl 6.567 -3.829 -6.008
Cl 8.219 -3.648 -3.650
Cl 5.636 -2.362 -3.706
C 2.897 -6.891 3.951
Cl 2.702 -5.702 5.241
Cl 1.343 -7.664 3.620
Cl 3.472 -6.078 2.490
Cl 4.071 -8.115 4.446



Entry 3:
# C2AgFLi2O2

A molecular structure, C2AgFLi2O2 (the ωB97M-V functional and the def2-TZVPD basis, the Open Molecules 2025 dataset).

Output
DFT total energy ... -488.47551 a.u.
Spin multiplicity ... 1
HOMO-LUMO gap (spin up / spin down) ... 4.029 / 4.029 eV
E_HOMO (spin up / spin down) ... -5.31 / -5.31 eV

Atoms and positions in Å:
C 0.087 -1.565 -0.052
O 1.257 -2.023 -0.289
Li -1.023 1.530 -1.197
Ag 2.555 -0.133 -0.504
F 0.996 1.579 -0.188
C -1.025 -1.076 0.155
O -1.887 -0.085 0.344
Li -0.960 1.773 1.732



Entry 4:
# C2AuF6NO3S2

A molecular structure, C2AuF6NO3S2 (the ωB97M-V functional and the def2-TZVPD basis, the Open Molecules 2025 dataset).

Output
<S²> ... 3.822
DFT total energy ... -1887.21239 a.u.
Spin multiplicity ... 4
HOMO-LUMO gap (spin up / spin down) ... 8.486 / 5.476 eV
Charge ... +1
E_HOMO (spin up / spin down) ... -15.06 / -15.03 eV

Atoms and positions in Å:
N 0.675 0.884 1.389
S 2.094 1.264 0.726
O -0.110 0.157 -1.237
C 2.768 -0.166 -0.236
F 2.213 -1.342 0.025
F 4.067 -0.240 0.063
F 2.658 0.082 -1.538
S -0.747 0.175 0.676
O -1.473 1.536 0.551
O -0.876 -0.681 1.885
C -2.278 -0.713 -0.093
F -2.758 0.069 -1.134
F -1.982 -1.910 -0.572
F -3.299 -0.850 0.736
Au -0.952 1.733 -1.240



Entry 5:
# C2Br2Cl2O

2 unconnected molecules or ions with the total composition C2Br2Cl2O (the ωB97M-V functional and the def2-TZVPD basis, the Open Molecules 2025 dataset).

Output
DFT total energy ... -6219.74985 a.u.
Spin multiplicity ... 1
HOMO-LUMO gap (spin up / spin down) ... 7.825 / 7.820 eV
E_HOMO (spin up / spin down) ... -8.42 / -8.42 eV

Atoms and positions in Å:
C -0.815 0.528 0.221
C 1.464 -0.078 -0.279
O -1.443 0.844 -0.706
Cl -0.916 0.317 1.806
Cl 1.346 -0.956 -1.759
Br 2.116 1.835 -0.503
Br 2.099 -0.989 1.222



Entry 6:
# C2Br2ClO2

A molecular structure, C2Br2ClO2 (the ωB97M-V functional and the def2-TZVPD basis, the Open Molecules 2025 dataset).

Output
DFT total energy ... -5834.91558 a.u.
Spin multiplicity ... 1
HOMO-LUMO gap (spin up / spin down) ... 6.368 / 6.366 eV
Charge ... -1
E_HOMO (spin up / spin down) ... -5.21 / -5.20 eV

Atoms and positions in Å:
C -1.229 -0.381 0.103
C 0.347 0.026 -0.244
O -1.975 0.401 -0.437
O -1.278 -1.412 0.722
Cl 2.046 1.526 1.732
Br 1.516 -1.395 -0.261
Br 0.573 1.235 -1.614



Entry 7:
# C2Br2F2O

A single C2Br2F2O molecule (the ωB97M-V functional and the def2-TZVPD basis, the Open Molecules 2025 dataset).

Output
SMILES ... O=C(Br)C(F)(F)Br
DFT total energy ... -5499.16069 a.u.
Spin multiplicity ... 1
HOMO-LUMO gap ... 9.074 eV
E_HOMO ... -10.23 eV

Atoms and positions in Å:
O -1.689 0.874 -0.727
C -0.681 0.326 -0.555
Br -0.228 -1.543 -1.935
C 0.442 0.188 0.496
F 0.501 1.269 1.321
F 1.547 0.319 -0.107
Br 0.108 -1.432 1.506



Entry 8:
# C2Br2IO2

A molecular structure, C2Br2IO2 (the ωB97M-V functional and the def2-TZVPD basis, the Open Molecules 2025 dataset).

Output
DFT total energy ... -5672.38985 a.u.
Spin multiplicity ... 1
HOMO-LUMO gap (spin up / spin down) ... 4.464 / 2.716 eV
Charge ... -1
E_HOMO (spin up / spin down) ... -4.13 / -3.36 eV

Atoms and positions in Å:
C -0.689 -0.223 1.209
C -0.409 0.696 -0.186
O -1.106 -1.303 0.960
O -0.390 0.504 2.117
Br -0.557 -0.282 -1.874
Br -1.189 2.377 -0.233
I -5.422 0.732 1.042



Entry 9:
# C2Br3ClO

A molecular structure, C2Br3ClO (the ωB97M-V functional and the def2-TZVPD basis, the Open Molecules 2025 dataset).

Output
DFT total energy ... -8333.55948 a.u.
Spin multiplicity ... 1
HOMO-LUMO gap ... 7.866 eV
E_HOMO ... -9.11 eV

Atoms and positions in Å:
C 1.477 -0.267 -0.259
C -2.304 -0.163 0.805
O 0.429 -0.635 -0.610
Cl 2.369 -0.953 0.968
Br -1.239 1.473 0.632
Br 2.380 1.335 -0.852
Br -3.111 -0.790 -0.684



Entry 10:
# C2BrF3O

A single C2BrF3O molecule (the ωB97M-V functional and the def2-TZVPD basis, the Open Molecules 2025 dataset).

Output
<S²> ... 2.010
DFT total energy ... -3024.89268 a.u.
Spin multiplicity ... 3
HOMO-LUMO gap (spin up / spin down) ... 7.390 / 7.199 eV
E_HOMO (spin up / spin down) ... -7.04 / -11.51 eV

Atoms and positions in Å:
C 0.035 -0.989 -0.209
C -0.090 0.706 0.312
O -0.404 -1.884 0.411
F 0.619 1.062 1.382
F 0.218 1.445 -0.718
F -1.398 0.913 0.679
Br 1.019 -1.252 -1.856



Entry 11:
# C2BrNO2

A molecular structure, C2BrNO2 (the ωB97M-V functional and the def2-TZVPD basis, the Open Molecules 2025 dataset).

Output
DFT total energy ... -2855.19221 a.u.
Spin multiplicity ... 1
HOMO-LUMO gap (spin up / spin down) ... 8.348 / 6.902 eV
E_HOMO (spin up / spin down) ... -10.21 / -9.04 eV

Atoms and positions in Å:
C -0.049 -0.127 -0.612
C 2.171 0.667 0.980
N -1.228 -0.282 -0.532
O -2.420 -0.503 -0.604
O 1.050 0.674 0.639
Br 3.518 -0.045 0.043



Entry 12:
# C2CaF3MgNO4S2

A molecular structure, C2CaF3MgNO4S2 (the ωB97M-V functional and the def2-TZVPD basis, the Open Molecules 2025 dataset).

Output
<S²> ... 0.753
DFT total energy ... -2405.40280 a.u.
Spin multiplicity ... 2
HOMO-LUMO gap (spin up / spin down) ... 7.016 / 5.904 eV
Charge ... +1
E_HOMO (spin up / spin down) ... -12.65 / -12.62 eV

Atoms and positions in Å:
O 2.317 1.829 -2.306
C 1.185 1.719 -2.713
O 0.131 2.369 -2.673
Mg -0.131 -0.303 -2.837
Ca -0.040 2.221 -0.196
N -0.370 -0.932 -0.701
S -1.698 0.283 -0.781
S 0.576 -0.797 0.553
O 0.820 0.641 0.940
O 1.752 -1.641 0.434
C -0.350 -1.423 2.059
F -1.305 -0.577 2.398
F -0.875 -2.600 1.778
F 0.501 -1.543 3.062



What are the M values for these records? In order: 905.10, 2487.67, 196.77, 461.12, 270.74, 251.28, 237.82, 342.73, 315.19, 176.92, 149.93, 287.54 g mol⁻¹.